{
  "formula": "C25H37B2F2NO7S2",
  "method": "ωB97M-V with the def2-TZVPD basis set",
  "species": ["C", "C", "C", "C", "C", "C", "C", "C", "C", "C", "C", "B", "N", "O", "O", "S", "O", "O", "O", "C", "S", "C", "B", "O", "O", "H", "H", "H", "H", "H", "H", "H", "H", "H", "H", "H", "H", "H", "H", "H", "H", "H", "H", "H", "H", "H", "H", "H", "H", "H", "H", "H", "F", "C", "C", "C", "C", "C", "C", "H", "H", "H", "H", "H", "F", "C", "C", "C", "C", "C", "C", "H", "H", "H", "H", "H"],
  "coordinates": [[2.51196, 2.66697, 1.10797], [3.96267, 2.35855, 1.41172], [4.81102, 3.54243, 1.80633], [4.47968, 1.12433, 1.34417], [4.01292, 0.00829, 0.44993], [3.83269, -1.36058, 1.15154], [2.39256, -1.87004, 1.11724], [2.30534, -3.35061, 1.48831], [1.46752, -0.99881, 2.00680], [0.32616, -0.40951, 1.17661], [-0.67305, 0.55183, 1.86935], [-0.31175, 1.10457, 3.34921], [-0.52793, 2.51340, 3.63610], [0.11518, 0.20573, 4.30547], [-0.73807, 1.76047, 1.00611], [-1.61174, 1.46183, -0.28162], [-2.55978, 2.51219, -0.42770], [-0.80407, 1.10900, -1.39833], [-2.28969, 0.13090, 0.26184], [-2.15242, 0.09887, 1.75808], [-2.30469, -1.62713, 2.22773], [-3.17814, 1.09462, 2.30708], [-3.81571, 0.83375, 3.74328], [-4.47973, -0.33313, 4.00743], [-3.78822, 1.85058, 4.69266], [2.15515, 2.24521, 0.16839], [2.33160, 3.74131, 1.07712], [1.88764, 2.26180, 1.90767], [4.61090, 4.34041, 1.08825], [5.87000, 3.29790, 1.78235], [4.56064, 3.95098, 2.79171], [5.34495, 0.90485, 1.97063], [3.07155, 0.28761, -0.02412], [4.76820, -0.09616, -0.33132], [4.45955, -2.10205, 0.64950], [4.19917, -1.31026, 2.18238], [2.04385, -1.78011, 0.08195], [3.11976, -3.90196, 1.01229], [2.42109, -3.49542, 2.56501], [1.37369, -3.80084, 1.14566], [1.07954, -1.60921, 2.82118], [2.08579, -0.18560, 2.40654], [-0.21818, -1.25362, 0.74686], [0.76109, 0.12076, 0.33256], [0.15273, 2.84860, 4.31341], [-1.44204, 2.69741, 4.04186], [1.06183, 0.14264, 4.44875], [-3.62862, -1.70850, 2.04547], [-2.71019, 2.07844, 2.32729], [-4.00179, 1.17673, 1.59289], [-4.29044, -0.73248, 4.85914], [-3.16820, 1.75547, 5.41877], [-0.96155, -3.91954, 0.04014], [-1.41012, -3.86579, -1.23792], [-1.90120, -2.66398, -1.70340], [-2.34840, -2.59374, -3.01464], [-2.30466, -3.71725, -3.82942], [-1.80971, -4.91424, -3.32978], [-1.35023, -4.99933, -2.02106], [-1.92571, -1.80437, -1.04939], [-2.72403, -1.65680, -3.39537], [-2.65240, -3.65627, -4.85189], [-1.77606, -5.79220, -3.96181], [-0.95181, -5.91900, -1.61464], [-2.41684, -0.76155, -5.48408], [-1.90687, 0.49063, -5.56279], [-2.09854, 1.34709, -4.49898], [-1.56397, 2.62430, -4.57637], [-0.86314, 3.02311, -5.70654], [-0.68948, 2.13893, -6.76287], [-1.21001, 0.85391, -6.69675], [-2.64643, 1.01739, -3.62768], [-1.69532, 3.30396, -3.74482], [-0.44991, 4.02133, -5.76262], [-0.14422, 2.44766, -7.64522], [-1.08132, 0.14333, -7.50167]],
  "lowdin_charge": [-0.039, -0.334, -0.071, -0.098, -0.169, -0.176, -0.372, -0.061, -0.144, -0.122, -0.290, -0.543, 0.194, 0.148, -0.184, 0.573, -0.216, -0.222, -0.242, -0.663, 0.973, -0.031, -0.639, 0.141, 0.149, 0.079, 0.082, 0.064, 0.079, 0.072, 0.078, 0.111, 0.096, 0.115, 0.106, 0.117, 0.138, 0.075, 0.082, 0.067, 0.113, 0.108, 0.089, 0.109, 0.087, 0.073, 0.109, -0.070, 0.110, 0.141, 0.114, 0.104, 0.023, -0.278, 0.000, -0.066, -0.088, -0.086, -0.021, 0.088, 0.087, 0.101, 0.102, 0.115, 0.040, -0.275, -0.015, -0.073, -0.095, -0.088, -0.020, 0.110, 0.108, 0.100, 0.102, 0.115],
  "homo_energy_ev": -8.52,
  "e_lumo_ev": -0.06,
  "e_tot_ev": -70808.8770,
  "homo_lumo_gap_ha": 0.3107,
  "smiles": "CC(C)=CCC[C@@H](C)CC[C@@]1(B(N)O)OS(=O)(=O)O[C@]1(S)CB(O)O.Fc1ccccc1.Fc1ccccc1"
}